174
Properties=species:S:1:pos:R:3 method="wB97M-V/def2-TZVPD" e_homo_ev=-7.7 orbital_gap_ev=7.63
Na 1.63 -1.02 -2.71
B -0.52 0.03 -1.01
F -1.31 0.90 -0.30
F 0.78 0.48 -1.07
F -0.53 -1.19 -0.35
F -1.00 -0.14 -2.26
C -2.13 -8.44 -1.81
O -0.78 -7.97 -2.15
C -0.74 -6.91 -3.12
C -1.48 -5.64 -2.67
N -1.24 -4.56 -3.65
C -1.85 -3.31 -3.29
C -2.12 -2.46 -4.58
O -3.29 -3.01 -5.20
C -3.88 -2.34 -6.29
H -2.63 -7.71 -1.18
H -2.01 -9.39 -1.29
H -2.62 -8.75 -2.73
H -1.09 -7.33 -4.06
H 0.32 -6.69 -3.28
H -1.13 -5.49 -1.65
H -2.54 -5.88 -2.58
H -1.73 -4.81 -4.50
H -1.11 -2.90 -2.60
H -2.76 -3.51 -2.72
H -1.27 -2.49 -5.27
H -2.31 -1.43 -4.28
H -3.10 -1.99 -6.97
H -4.44 -1.44 -6.02
H -4.51 -3.04 -6.83
C -2.85 -5.76 1.87
O -3.23 -4.70 2.70
C -2.29 -3.71 3.10
C -1.60 -2.87 2.00
N -2.47 -1.95 1.29
C -3.55 -2.56 0.58
C -3.94 -1.63 -0.53
O -4.56 -2.33 -1.63
C -5.10 -1.47 -2.60
H -3.65 -6.05 1.20
H -2.54 -6.69 2.34
H -2.13 -5.43 1.12
H -1.57 -4.12 3.81
H -2.83 -2.96 3.68
H -1.11 -3.55 1.31
H -0.79 -2.29 2.44
H -1.78 -1.49 0.72
H -4.36 -2.82 1.26
H -3.27 -3.49 0.08
H -3.11 -1.04 -0.90
H -4.58 -0.92 0.00
H -5.57 -2.07 -3.38
H -4.38 -0.77 -3.03
H -5.95 -0.90 -2.21
C -0.20 3.91 -0.81
O -0.64 5.03 -0.10
C 0.37 5.53 0.76
C -0.06 6.71 1.63
N -0.69 6.27 2.88
C -1.37 7.33 3.61
C -0.39 8.38 4.28
O -0.28 9.58 3.48
C 0.49 10.58 4.09
H -1.10 3.49 -1.25
H 0.16 3.12 -0.14
H 0.48 4.04 -1.65
H 1.12 5.93 0.08
H 0.91 4.80 1.37
H -0.68 7.42 1.07
H 0.77 7.32 1.98
H -1.21 5.42 2.74
H -2.00 6.90 4.39
H -2.00 7.86 2.90
H 0.57 7.90 4.44
H -0.80 8.61 5.26
H 0.79 11.23 3.28
H 1.35 10.10 4.56
H -0.05 11.09 4.89
C 0.44 -2.21 5.28
O 0.99 -1.41 4.28
C 0.38 -0.10 4.17
C 0.92 0.54 2.89
N 2.37 0.68 2.93
C 2.87 0.96 1.61
C 4.36 0.84 1.65
O 4.58 -0.57 1.90
C 5.93 -1.02 1.74
H 0.68 -3.24 5.04
H -0.65 -2.17 5.34
H 0.90 -2.06 6.25
H 0.65 0.53 5.02
H -0.70 -0.19 4.09
H 0.43 1.48 2.64
H 0.52 -0.13 2.13
H 2.71 -0.20 3.28
H 2.62 2.00 1.40
H 2.39 0.37 0.83
H 4.87 1.44 2.41
H 4.77 1.11 0.68
H 6.27 -0.69 0.76
H 6.05 -2.10 1.80
H 6.64 -0.58 2.44
C -0.96 0.92 -7.25
O -0.02 1.44 -6.35
C -0.38 1.33 -4.98
C 0.55 2.02 -4.06
N 1.78 1.25 -4.16
C 2.83 1.82 -3.30
C 4.12 1.02 -3.03
O 3.70 -0.12 -2.23
C 4.83 -0.85 -1.74
H -1.07 -0.16 -7.12
H -0.59 1.12 -8.25
H -1.97 1.31 -7.15
H -0.43 0.27 -4.72
H -1.38 1.74 -4.86
H 0.19 1.99 -3.03
H 0.55 3.07 -4.36
H 2.14 1.38 -5.10
H 2.38 1.95 -2.32
H 3.07 2.81 -3.66
H 4.79 1.55 -2.36
H 4.56 0.61 -3.94
H 4.67 -1.79 -1.21
H 5.41 -0.27 -1.02
H 5.55 -1.06 -2.54
C -1.98 3.20 2.23
O -1.74 3.83 3.50
C -0.82 3.16 4.42
C -0.80 3.89 5.76
N -0.05 3.11 6.76
C 0.00 3.91 7.98
C 0.76 5.29 7.95
O 0.04 6.46 7.65
C -0.85 6.87 8.72
H -2.68 3.80 1.64
H -2.30 2.17 2.36
H -1.16 3.04 1.53
H 0.16 3.00 3.97
H -1.16 2.13 4.57
H -1.86 4.00 6.00
H -0.39 4.88 5.57
H 0.91 2.93 6.50
H 0.46 3.36 8.80
H -1.00 4.20 8.29
H 1.62 5.19 7.30
H 1.32 5.54 8.84
H -0.35 7.07 9.67
H -1.59 6.08 8.82
H -1.39 7.82 8.61
C 2.36 -2.55 0.09
O 2.44 -2.73 -1.31
C 2.15 -4.05 -1.74
C 2.29 -4.07 -3.29
N 1.38 -3.22 -3.98
C 1.65 -3.16 -5.41
C 1.04 -4.42 -6.07
O 1.98 -5.51 -5.94
C 1.51 -6.55 -6.74
H 2.43 -1.52 0.45
H 3.11 -3.17 0.59
H 1.33 -2.81 0.32
H 1.11 -4.24 -1.47
H 2.81 -4.80 -1.31
H 2.18 -5.12 -3.56
H 3.32 -3.75 -3.45
H 0.48 -3.66 -3.86
H 2.70 -3.04 -5.66
H 1.19 -2.24 -5.78
H 0.87 -4.16 -7.12
H 0.07 -4.73 -5.68
H 0.46 -6.77 -6.56
H 2.00 -7.51 -6.57
H 1.72 -6.28 -7.77